<1>
Below is a molecular structure, C29H23Cl5F3N2O7S2Sc, with properties calculated with ωB97M-V/def2-TZVPD.

<S²>   0.795
Lowest unoccupied orbital energy (alpha / beta)   1.76 / 1.31 eV
HOMO (alpha / beta)   -4.82 / -5.88 eV
HOMO-LUMO gap (alpha / beta)   6.6 / 7.2 eV

```
! wB97M-V def2-TZVPD RIJCOSX def2/J DEFGRID3
* xyz -1 2
Sc 0.07 -0.28 0.80
C -3.70 3.37 -1.79
C -3.17 3.02 -0.40
C -1.78 3.62 -0.17
C -3.21 1.52 -0.18
C -2.37 0.65 -0.89
C -2.45 -0.73 -0.70
C -3.36 -1.28 0.21
C -3.40 -2.76 0.47
C -4.20 -0.42 0.89
C -4.12 0.96 0.70
H -3.72 4.46 -1.93
H -4.70 2.98 -1.94
H -3.05 2.95 -2.56
H -3.84 3.46 0.34
H -1.06 3.24 -0.89
H -1.40 3.39 0.82
H -1.83 4.71 -0.28
H -1.68 1.04 -1.62
H -1.85 -1.40 -1.31
H -4.42 -3.09 0.67
H -2.79 -3.00 1.34
H -3.00 -3.32 -0.38
H -4.91 -0.81 1.61
H -4.79 1.61 1.25
Cl 1.64 1.71 2.30
C 1.69 3.05 1.21
C 2.28 3.13 -0.13
C 2.83 2.39 -1.09
Cl 2.59 0.42 -0.50
C 2.18 4.57 -0.49
Cl 2.68 5.28 -1.96
C 1.57 5.23 0.51
Cl 1.15 6.88 0.57
C 1.29 4.28 1.59
Cl 0.60 4.74 3.07
F -2.16 2.03 5.25
C -2.23 1.61 3.98
F -3.53 1.51 3.66
F -1.68 2.54 3.20
S -1.37 -0.01 3.82
O -0.08 0.21 4.39
O -2.27 -0.94 4.43
O -1.31 -0.17 2.33
O 4.98 0.08 -1.27
N 4.13 -0.48 -0.33
C 4.92 -0.33 -2.54
C 3.95 -0.87 -3.33
C 2.59 -1.29 -3.30
C 1.47 -1.17 -2.43
C 1.15 -0.57 -1.26
H 5.87 -0.10 -3.01
H 4.37 -1.05 -4.31
H 2.32 -1.81 -4.22
H 0.61 -1.73 -2.79
H 0.01 1.32 -0.01
O -0.75 -3.47 -1.53
C 0.02 -3.39 -0.60
N -0.15 -2.63 0.54
S 1.01 -2.88 1.61
O 1.50 -1.52 1.94
O 0.68 -3.69 2.74
C 2.11 -3.75 0.54
C 3.41 -4.16 0.72
C 3.99 -4.89 -0.32
C 3.27 -5.21 -1.46
C 1.95 -4.78 -1.62
C 1.38 -4.04 -0.60
H 3.97 -3.90 1.61
H 5.02 -5.22 -0.23
H 3.74 -5.78 -2.25
H 1.38 -5.00 -2.51
*
```

These are the Löwdin partial charges, in e, on atoms 1 to 6: number 1, Sc, carries 0.729; number 2, C, carries -0.068; number 3, C, carries -0.376; number 4, C, carries -0.071; number 5, C, carries -0.210; number 6, C, carries -0.074



<2>
Below is a molecular structure, C29H23Cl5F3N2O7S2Sc, with properties calculated with ωB97M-V/def2-TZVPD.

<S²>   0.793
Lowest unoccupied orbital energy (alpha / beta)   1.76 / 1.31 eV
HOMO (alpha / beta)   -4.81 / -5.89 eV
HOMO-LUMO gap (alpha / beta)   6.6 / 7.2 eV

```
! wB97M-V def2-TZVPD RIJCOSX def2/J DEFGRID3
* xyz -1 2
Sc 0.08 -0.86 0.61
C 3.14 3.59 -1.23
C 3.52 2.16 -0.82
C 3.16 1.17 -1.93
C 2.89 1.78 0.50
C 1.51 1.86 0.71
C 0.94 1.50 1.93
C 1.74 1.03 2.99
C 1.13 0.59 4.29
C 3.10 0.95 2.78
C 3.67 1.32 1.56
H 3.65 3.87 -2.15
H 3.42 4.31 -0.45
H 2.07 3.67 -1.41
H 4.60 2.13 -0.67
H 2.08 1.18 -2.13
H 3.43 0.15 -1.65
H 3.68 1.44 -2.85
H 0.86 2.21 -0.08
H -0.12 1.64 2.09
H 1.76 0.88 5.13
H 1.03 -0.50 4.30
H 0.14 1.01 4.42
H 3.74 0.58 3.57
H 4.74 1.24 1.42
Cl 0.67 -2.79 -1.56
C 1.13 -1.82 -2.89
C 0.35 -0.77 -3.56
C -0.81 -0.11 -3.50
Cl -1.80 -0.80 -1.70
C 1.23 -0.31 -4.67
Cl 0.85 0.93 -5.78
C 2.38 -1.00 -4.63
Cl 3.73 -0.83 -5.66
C 2.31 -1.95 -3.53
Cl 3.56 -3.04 -3.14
F 4.77 -3.75 1.22
C 4.03 -2.63 1.25
F 4.69 -1.73 1.98
F 3.93 -2.17 0.00
S 2.37 -2.98 1.96
O 1.87 -4.08 1.18
O 2.59 -3.15 3.36
O 1.68 -1.69 1.64
O -3.82 -0.57 -3.31
N -3.62 -1.07 -2.04
C -4.09 0.76 -3.41
C -3.95 1.79 -2.54
C -3.43 2.04 -1.24
C -2.43 1.49 -0.39
C -1.55 0.46 -0.36
H -4.48 0.96 -4.40
H -4.38 2.69 -2.97
H -3.79 2.98 -0.84
H -2.27 2.10 0.50
H 0.88 -0.18 -0.83
O -2.22 1.31 3.00
C -2.36 0.17 2.64
N -1.35 -0.77 2.54
S -1.95 -2.21 2.15
O -1.22 -2.57 0.91
O -1.94 -3.21 3.17
C -3.59 -1.70 1.78
C -4.64 -2.40 1.21
C -5.82 -1.70 1.03
C -5.94 -0.37 1.41
C -4.87 0.31 1.98
C -3.68 -0.38 2.15
H -4.53 -3.43 0.91
H -6.66 -2.20 0.56
H -6.87 0.15 1.24
H -4.93 1.35 2.26
*
```

These are the Löwdin partial charges, in e, on atoms 1 to 6: number 1, Sc, carries 0.737; number 2, C, carries -0.070; number 3, C, carries -0.376; number 4, C, carries -0.066; number 5, C, carries -0.209; number 6, C, carries -0.071



Stability order, top to bottom: <2>, <1>